Entry 1:
Here is a molecular structure, C22H16AuBrF3O8S2Te from the OMol25 dataset. Energies are from wB97M-V/def2-TZVPD.

## Properties
Molar mass = 933.961 g/mol
Charge = -1
Calculated total energy = -5523.675050 Eh
Kohn-Sham gap = 6.60 eV
Relative energy (zero: lowest compared OMol25 entry of this formula, charge and spin) = 0.0 kJ/mol
F_max = 0.2 eV/A

```
54
C22H16AuBrF3O8S2Te | the OMol25 dataset | wB97M-V/def2-TZVPD
Au -0.22 -2.01 1.61
Te -0.32 -2.71 -1.69
Br -4.95 0.77 -1.83
S 1.81 0.41 0.63
S 0.21 1.00 4.94
F -3.60 -1.32 2.75
F -3.49 -2.13 0.74
F -4.92 -2.92 2.14
O 1.16 0.36 -0.66
O -0.33 -0.05 4.15
O -1.54 -3.57 1.86
O -2.96 -4.17 3.49
O 3.25 0.48 0.61
O 1.60 1.07 5.18
O 1.37 -0.67 1.56
O -0.66 1.96 5.54
C -3.44 0.93 0.56
C -2.32 1.25 1.32
C -2.63 -3.50 2.54
C 1.55 -0.94 -5.09
C 1.93 3.57 3.10
C 1.27 1.89 1.49
C 3.74 -1.92 -4.97
C -1.23 2.11 -0.64
C -2.34 1.79 -1.40
C -0.06 2.32 1.57
C -1.20 1.83 0.73
C 2.25 2.54 2.24
C -0.37 3.32 2.48
C -0.11 -1.22 -3.21
C 3.42 -2.45 -3.73
C 0.61 3.95 3.24
C 2.80 -1.16 -5.65
C 2.17 -2.23 -3.16
C -3.43 1.20 -0.79
C 1.81 -2.78 -1.80
C 1.23 -1.47 -3.85
C -3.67 -2.46 2.03
H -4.29 0.47 1.03
H 2.71 4.06 3.67
H -1.40 3.65 2.56
H 4.71 -2.11 -5.40
H -2.36 2.01 -2.46
H 3.04 -0.75 -6.63
H 0.33 4.73 3.94
H -0.37 2.57 -1.11
H 3.27 2.18 2.15
H -2.31 1.02 2.38
H -0.14 -0.24 -2.73
H 2.16 -3.81 -1.67
H 4.15 -3.04 -3.19
H 0.82 -0.34 -5.62
H -0.93 -1.30 -3.93
H 2.23 -2.16 -1.01
```

These are the natural (NBO) partial charges, in e, on atoms 1 to 6: Au 0.678; Te 0.449; Br 0.031; S 2.417; S 2.463; F -0.339

***

Entry 2:
Here is a molecular structure, C26H24ErI2NO4PSSc in a non-equilibrium geometry from the OMol25 dataset. Energies are from wB97M-V/def2-TZVPD.

## Properties
Molar mass = 943.546 g/mol
Charge = +4
Calculated total energy = -4470.152469 Eh
Kohn-Sham gap (spin up / spin down) = 4.72 / 4.72 eV
2S+1 = 4
F_max = 7.6 eV/A

```
61
C26H24ErI2NO4PSSc | the OMol25 dataset | wB97M-V/def2-TZVPD
Er 0.20 -0.20 -2.49
I -0.43 -4.77 -0.56
I 1.84 -5.32 0.69
Sc 1.77 -0.98 0.13
S 2.27 -1.58 -2.22
P -1.21 0.26 0.63
O 3.17 2.04 0.46
O -1.39 3.08 -2.72
O 1.55 0.35 3.32
O 2.31 2.70 -2.50
N -0.06 -0.25 -0.42
C 4.96 -0.40 -2.41
C -0.23 4.34 2.43
C -2.76 -2.85 3.67
C 0.38 3.95 1.23
C 0.07 2.70 0.68
C -3.51 -1.70 3.40
C -4.50 2.12 -0.94
C -2.76 0.60 -0.23
C -0.90 2.04 -2.66
C -3.23 1.91 -0.40
C 1.67 -0.19 2.30
C -0.98 -2.00 2.26
C 4.32 -2.10 -4.14
C -1.08 3.48 3.10
C -5.28 1.03 -1.34
C 4.29 -1.73 -2.67
C -1.50 -2.99 3.09
C -3.50 -0.50 -0.71
C 2.73 0.99 0.25
C -0.75 1.81 1.38
C -3.01 -0.72 2.54
C -4.77 -0.27 -1.26
C -1.74 -0.88 1.92
C -1.30 2.18 2.62
C 4.81 -2.84 -1.77
C 1.62 1.77 -2.44
H -3.16 -3.63 4.31
H 1.04 4.64 0.71
H 4.74 -2.56 -0.70
H -3.09 -1.51 -0.63
H 4.24 -3.78 -1.89
H 6.01 -0.45 -2.73
H -6.29 1.19 -1.73
H -1.55 3.78 4.06
H 5.86 -3.04 -2.00
H 0.52 2.39 -0.28
H -0.06 5.36 2.81
H -4.48 -1.55 3.86
H 3.86 -1.32 -4.76
H -2.62 2.76 -0.09
H 0.03 -2.14 1.86
H -0.91 -3.89 3.26
H -1.92 1.48 3.18
H -3.62 0.16 2.31
H 5.36 -2.22 -4.47
H 4.95 -0.11 -1.35
H 3.79 -3.05 -4.34
H -4.89 3.13 -1.03
H -5.37 -1.12 -1.60
H 4.47 0.40 -2.98
```

These are the natural (NBO) partial charges, in e, on atoms 1 to 6: Er 1.900; I 0.073; I 0.143; Sc 1.576; S -0.595; P 1.776

***

Entry 3:
Here is C18H22N8O3 in the gas phase from the OMol25 dataset. Energies are from wB97M-V/def2-TZVPD.

## Properties
Molar mass = 398.427 g/mol
Calculated total energy = -1362.910197 Eh
SMILES = C[C@@](CO)(CNC(=O)c1cn2cnnc2cn1)NC(=O)Cc1cncn1C1CC1
Kohn-Sham gap = 8.88 eV
Relative energy (zero: lowest compared OMol25 entry of this formula, charge and spin) = 4.8 kJ/mol
F_max = 0.2 eV/A

```
51
C18H22N8O3 | the OMol25 dataset | wB97M-V/def2-TZVPD
O 3.14 0.48 -0.81
O -0.44 4.86 1.71
O -2.07 3.28 0.11
N 1.42 -2.07 1.03
N -0.02 -1.46 -2.52
N 2.09 -3.51 -1.20
N -1.74 -0.79 -1.30
N 1.91 0.57 1.11
N 1.00 -5.31 -0.54
N 1.53 -5.54 -1.77
N -0.14 2.08 0.08
C 0.52 2.60 1.29
C -0.23 2.17 2.55
C 2.16 -1.53 0.00
C -1.22 0.35 -1.89
C 0.67 4.14 1.25
C 1.34 -4.09 -0.20
C -2.87 -1.76 0.73
C -1.78 1.71 -1.66
C -0.16 -0.10 -2.63
C 1.94 2.01 1.27
C 2.51 -2.21 -1.11
C -2.79 -0.28 0.94
C 1.03 -3.29 0.94
C 2.49 -0.07 0.06
C -0.99 -1.84 -1.73
C -1.35 2.43 -0.39
C 2.17 -4.47 -2.16
C -2.90 -0.84 -0.45
H -1.21 4.54 1.20
H 1.43 -0.01 1.77
H -1.27 2.50 2.51
H 3.06 -1.77 -1.92
H 2.45 2.28 2.19
H 0.52 0.49 -3.23
H -1.97 -2.34 0.89
H -1.82 0.12 1.22
H -3.79 -2.28 0.97
H 0.33 1.34 -0.41
H -1.48 2.35 -2.49
H 0.23 2.62 3.43
H -1.21 -2.85 -1.44
H 0.45 -3.73 1.74
H 2.50 2.41 0.43
H -3.64 0.25 1.34
H 1.50 4.41 1.91
H -2.87 1.70 -1.66
H -0.22 1.08 2.66
H 0.95 4.42 0.23
H 2.68 -4.34 -3.10
H -3.84 -0.72 -0.97
```

These are the natural (NBO) partial charges, in e, on atoms 1 to 6: O -0.628; O -0.731; O -0.667; N -0.421; N -0.481; N -0.325